1.
Molecular formula: C2H4N4OS
Method: DFT, ωB97M-V with the def2-TZVPD basis set

XYZ file:
```
12
Properties=species:S:1:pos:R:3:forces:R:3:mulliken_charge:R:1
S 2.575 -0.140 0.170 -1.7591 -0.4994 -1.0901 -0.277
O 0.338 0.965 -0.778 -0.7694 -3.1615 1.6733 -0.252
N -2.300 -1.245 0.003 -4.3765 -1.4518 -2.7349 -0.494
N -1.529 1.486 0.617 -0.5051 4.5482 2.8127 -0.548
N -0.030 -1.179 0.296 3.1323 1.7341 -1.9696 -0.504
N -1.081 0.707 -0.388 -0.3566 2.8711 -1.8470 0.117
C -1.127 -0.598 0.009 -0.3935 -2.2923 -0.3485 0.565
C 0.954 -0.213 -0.229 0.7679 0.8834 2.6701 0.189
H -2.042 2.523 0.427 2.2534 -3.9884 -0.1568 0.276
H -2.265 -2.371 -0.038 0.0999 3.8733 0.2013 0.326
H -3.150 -0.770 -0.712 3.6049 -1.9344 3.0915 0.333
H -0.827 1.622 1.462 -1.6982 -0.5825 -2.3020 0.269
```
Forces are in eV/Å.

Kohn-Sham gap	8.3	eV
molar mass	132.1	g/mol
total charge	0
DFT total energy	-770.90829	Ha
E_HOMO	-8.54	eV
energy relative to the best compared isomer or geometry (same formula, charge and spin)	3.532	eV


2.
Molecular formula: C2H4N6
Method: DFT, ωB97M-V with the def2-TZVPD basis set

XYZ file:
```
12
Properties=species:S:1:pos:R:3:forces:R:3:mulliken_charge:R:1
N 1.014 0.068 2.462 -0.5365 1.4233 2.3602 -0.542
N 1.333 -0.718 0.048 -0.7932 3.3738 0.0039 -0.283
N 0.837 -0.290 -1.069 2.0126 -3.1466 0.7739 -0.152
N -1.123 0.314 -0.060 -2.3532 0.4642 -5.7839 -0.505
N -0.984 0.619 -2.419 -0.2234 -0.8606 2.9191 -0.444
N -0.705 -0.293 0.994 -2.5377 3.1398 6.1980 -0.087
C 0.590 -0.103 1.322 1.3665 -3.5823 -3.0287 0.416
C -0.432 0.171 -1.165 -1.3218 2.5597 0.6791 0.514
H 0.119 0.357 3.048 2.3501 -0.6591 -0.9410 0.219
H -0.390 0.534 -3.252 -1.0572 -0.2191 0.6698 0.252
H -1.248 0.304 1.879 1.0075 -2.8179 -2.5593 0.333
H -2.032 0.495 -2.314 2.0863 0.3248 -1.2910 0.278
```
Forces are in eV/Å.

Kohn-Sham gap	7.9	eV
molar mass	112.1	g/mol
total charge	0
DFT total energy	-406.97727	Ha
E_HOMO	-8.83	eV
energy relative to the best compared isomer or geometry (same formula, charge and spin)	3.800	eV


3.
Molecular formula: C2H4N6
Method: DFT, ωB97M-V with the def2-TZVPD basis set

XYZ file:
```
12
Properties=species:S:1:pos:R:3:forces:R:3:mulliken_charge:R:1
N 2.537 0.603 0.304 -1.3233 -0.8766 1.3777 -0.549
N -1.889 0.454 0.678 -1.0323 -0.8410 -2.7705 -0.354
N 0.203 0.095 0.309 0.7279 -0.2041 1.1783 0.383
N 0.056 0.717 1.516 -1.2787 1.8773 0.2291 -0.424
N -1.287 -0.870 -1.263 -0.4229 -0.3003 0.5432 -0.384
N -1.230 1.012 1.657 3.2932 -1.8847 -0.2937 -0.354
C -1.016 -0.119 -0.210 -0.2651 1.6927 3.6992 0.509
C 1.583 -0.126 -0.107 -0.3804 3.3034 2.3206 -0.061
H -0.614 -0.874 -1.963 0.6986 -0.3179 -1.6244 0.203
H 2.150 1.118 1.146 0.5162 0.2659 -1.4263 0.360
H -2.244 -1.058 -1.408 -0.8276 -0.1424 -0.6596 0.246
H 1.750 -0.950 -0.658 0.2945 -2.5723 -2.5736 0.425
```
Forces are in eV/Å.

Kohn-Sham gap	9.6	eV
molar mass	112.1	g/mol
total charge	0
DFT total energy	-407.07189	Ha
E_HOMO	-9.45	eV
energy relative to the best compared isomer or geometry (same formula, charge and spin)	1.225	eV


4.
Molecular formula: C2H4N6
Method: DFT, ωB97M-V with the def2-TZVPD basis set

XYZ file:
```
12
Properties=species:S:1:pos:R:3:forces:R:3:mulliken_charge:R:1
N 1.863 -0.782 0.261 -1.7878 -4.6872 -2.1168 -0.358
N 1.695 0.475 0.238 0.4307 7.7067 -1.8521 0.022
N -1.488 -0.712 -0.582 -3.9013 2.0751 6.7609 -0.754
N -0.187 -0.429 -0.237 0.3112 0.7615 -0.2944 0.945
N -0.272 1.932 -0.148 -1.1855 2.7804 -0.1679 -0.674
N 0.742 -1.362 -0.115 2.6092 -0.8615 1.6832 -0.429
C -2.370 -0.300 0.565 5.5737 -0.7938 -3.1551 -0.331
C 0.313 0.849 -0.124 1.5386 -2.4582 0.8971 0.322
H -3.312 -0.471 0.096 -1.2925 0.2394 0.9057 0.356
H -1.303 1.945 -0.319 1.5183 -0.4098 0.0642 0.270
H -2.048 0.232 1.812 -0.9838 -1.8768 -4.5258 0.281
H 2.537 1.152 -0.155 -2.8308 -2.4756 1.8011 0.350
```
Forces are in eV/Å.

Kohn-Sham gap	7.5	eV
molar mass	112.1	g/mol
total charge	0
DFT total energy	-406.90827	Ha
E_HOMO	-8.36	eV
energy relative to the best compared isomer or geometry (same formula, charge and spin)	5.677	eV


5.
Molecular formula: C2H4N7O3
Method: DFT, ωB97M-V with the def2-TZVPD basis set

XYZ file:
```
16
Properties=species:S:1:pos:R:3:forces:R:3:mulliken_charge:R:1
O -1.865 -2.868 0.460 -0.7167 -1.0099 -0.2160 -0.809
O 2.138 -0.969 0.904 0.2474 0.7480 -0.0168 -0.451
O -2.019 -0.909 -0.491 -1.2043 0.5159 -0.9974 -0.713
N 1.217 0.054 1.301 -0.3407 -0.4631 0.4146 0.185
N 2.078 2.278 2.076 -1.1915 -2.5765 -0.9115 -0.562
N 0.297 -0.340 -1.746 1.2392 -1.3404 0.3653 -0.559
N -0.847 1.615 -1.059 0.7681 -0.7085 0.1147 -0.361
N -1.519 -1.695 0.325 0.5021 1.0028 0.5520 1.275
N -0.055 -0.002 0.866 -3.0067 1.3295 -3.5174 -0.035
N -0.614 -1.273 1.123 2.5861 -0.2975 1.3980 -0.864
C -0.250 0.425 -0.959 0.3375 -0.9253 3.8534 0.461
C 1.641 1.241 1.698 1.7783 2.0799 0.6490 0.433
H 1.535 -1.515 0.377 -0.0387 -0.2385 -0.0952 0.357
H -1.135 2.044 -0.220 -0.5134 0.6219 0.4497 0.228
H -0.983 1.931 -1.986 -0.4625 0.7628 -0.4084 0.211
H 0.380 -0.017 -2.670 0.0158 0.4986 -1.6340 0.206
```
Forces are in eV/Å.

Kohn-Sham gap	7.5	eV
molar mass	174.1	g/mol
total charge	-1
DFT total energy	-687.38985	Ha
E_HOMO	-3.98	eV
energy relative to the best compared isomer or geometry (same formula, charge and spin)	2.512	eV


6.
Molecular formula: C2H4NO
Method: DFT, ωB97M-V with the def2-TZVPD basis set

XYZ file:
```
8
Properties=species:S:1:pos:R:3:forces:R:3:mulliken_charge:R:1
O -1.137 1.077 -1.226 -1.3074 2.0336 -1.4895 -0.301
N -0.528 0.517 -0.437 -0.9828 -1.9776 -1.0297 0.615
C -0.169 -0.787 -0.116 6.0705 -1.3273 -3.5072 -0.382
C 0.450 0.495 0.514 -1.8694 -0.3509 4.4492 -0.186
H -0.701 -1.478 0.385 -2.3499 -1.6828 2.0683 0.335
H 0.126 0.821 1.583 0.2196 -0.7867 -1.7635 0.272
H 0.642 -1.613 -0.990 -2.6638 3.1709 2.3137 0.337
H 1.318 0.969 0.287 2.8832 0.9208 -1.0414 0.310
```
Forces are in eV/Å.

Kohn-Sham gap	10.1	eV
molar mass	58.1	g/mol
total charge	+1
DFT total energy	-208.08561	Ha
E_HOMO	-17.90	eV
energy relative to the best compared isomer or geometry (same formula, charge and spin)	5.035	eV


Question: What is the molar mass in the fifth record?
Answer: 174.1 g/mol